The following is a DFT calculation (wB97M-V/def2-TZVPD) of a structure of composition C5H7NO.

- E_tot (eV) = -8829.7941
- LUMO (eV) = 0.9
- orbital gap (eV) = 9.79

The geometry in XYZ format:
```
14
C5H7NO (wB97M-V/def2-TZVPD)
O -1.653 -1.533 0.647
C -0.607 -0.850 0.220
C -0.118 -0.627 -1.217
N 0.302 0.770 -0.903
C -0.697 0.850 0.244
C 0.304 -0.005 1.056
C 1.377 0.537 0.127
H -0.940 -0.636 -1.939
H 0.696 -1.275 -1.563
H -1.827 -0.266 0.305
H -1.120 1.785 0.617
H 0.303 -0.130 2.136
H 1.781 1.498 0.464
H 2.199 -0.118 -0.193
```

These are the Löwdin partial charges, in e, on atoms 1 to 8:
1. O -0.0634
2. C -0.4643
3. C -0.0846
4. N -0.0489
5. C -0.1060
6. C -0.1167
7. C -0.1248
8. H 0.1306

***

The following is a DFT calculation (wB97M-V/def2-TZVPD) of the molecule C5H7NO at a distorted geometry.

- E_tot (eV) = -8831.8849
- LUMO (alpha / beta) (eV) = -2.2 / -2.3
- orbital gap (alpha / beta) (eV) = 7.23 / 7.23

The geometry in XYZ format:
```
14
C5H7NO (wB97M-V/def2-TZVPD)
C -1.656 0.820 0.398
C -0.667 -0.334 0.470
C 0.567 -0.157 -0.332
C 1.825 -0.725 0.163
O 2.142 -1.522 -0.869
C 0.517 0.487 -1.586
N 0.425 1.092 -2.572
H -1.194 1.743 0.755
H -2.528 0.609 1.023
H -2.010 0.987 -0.620
H -0.363 -0.540 1.506
H -1.142 -1.253 0.115
H 2.503 0.079 0.466
H 1.583 -1.286 1.081
```

These are the Löwdin partial charges, in e, on atoms 1 to 8:
1. C -0.0810
2. C -0.1919
3. C -0.1041
4. C -0.4003
5. O -0.0527
6. C -0.1544
7. N 0.2128
8. H 0.0862

***

The following is a DFT calculation (wB97M-V/def2-TZVPD) of a cluster of 2 separate species, C5H7NO in total.

- E_tot (eV) = -8832.7761
- LUMO (eV) = 0.8
- orbital gap (eV) = 10.50

The geometry in XYZ format:
```
14
C5H7NO (wB97M-V/def2-TZVPD)
H 0.184 -0.388 -1.345
N 0.699 0.194 -0.677
C -0.083 0.670 0.196
C -1.578 0.435 0.310
C -2.065 -0.534 -0.671
C -2.380 -1.345 -1.504
H 0.354 1.307 0.974
H -1.797 0.090 1.329
H -2.097 1.396 0.196
H -2.681 -2.064 -2.235
C 2.859 0.058 0.850
O 3.118 1.193 1.162
H 3.300 -0.442 -0.031
H 2.167 -0.570 1.446
```

These are the Löwdin partial charges, in e, on atoms 1 to 8:
1. H 0.0521
2. N 0.1080
3. C -0.2328
4. C -0.1825
5. C -0.1579
6. C 0.1193
7. H 0.1087
8. H 0.1210

***

The following is a DFT calculation (wB97M-V/def2-TZVPD) of the molecule C5H7NO.

- E_tot (eV) = -8829.3858
- LUMO (alpha / beta) (eV) = 1.0 / 1.0
- orbital gap (alpha / beta) (eV) = 7.96 / 7.96

The geometry in XYZ format:
```
14
C5H7NO (wB97M-V/def2-TZVPD)
C -1.119 -1.054 0.235
C -1.074 0.350 -0.418
O -0.665 1.420 0.447
C 0.715 1.271 0.253
C 1.266 0.042 0.667
N 0.208 -1.400 -0.341
C 0.311 -0.099 -0.887
H -1.165 -0.984 1.338
H -1.918 -1.731 -0.094
H -1.867 0.660 -1.106
H 1.247 2.070 -0.247
H 2.297 -0.173 0.402
H 0.903 -0.449 1.571
H 0.859 0.079 -1.821
```

These are the Löwdin partial charges, in e, on atoms 1 to 8:
1. C -0.1734
2. C -0.2118
3. O -0.0506
4. C -0.2090
5. C 0.0317
6. N -0.0295
7. C -0.2474
8. H 0.1059

***

The following is a DFT calculation (wB97M-V/def2-TZVPD) of a cluster of 2 separate species, C5H7NO in total.

- E_tot (eV) = -8830.1565
- LUMO (eV) = 1.0
- orbital gap (eV) = 10.68

The geometry in XYZ format:
```
14
C5H7NO (wB97M-V/def2-TZVPD)
C 0.293 1.255 1.424
C -0.275 0.536 0.246
N -1.484 -0.235 0.382
C -0.326 -1.037 -0.024
C -0.216 -0.914 -1.584
C 0.514 0.160 -0.901
O 1.758 -0.168 -0.596
H 1.315 1.576 1.214
H 0.287 0.599 2.300
H -0.333 2.124 1.651
H -2.151 -0.114 -0.381
H 1.143 -1.062 0.164
H -1.175 -0.744 -2.074
H 0.443 -1.613 -2.088
```

These are the Löwdin partial charges, in e, on atoms 1 to 8:
1. C -0.0039
2. C -0.3306
3. N 0.0992
4. C -0.1225
5. C 0.0016
6. C -0.4038
7. O -0.0735
8. H 0.0859

***

The following is a DFT calculation (wB97M-V/def2-TZVPD) of a structure of composition C5H7NO.

- E_tot (eV) = -8833.7640
- LUMO (eV) = 0.7
- orbital gap (eV) = 9.57

The geometry in XYZ format:
```
14
C5H7NO (wB97M-V/def2-TZVPD)
O -1.221 2.387 1.383
C -0.829 1.318 0.635
C -0.235 0.262 1.181
C 0.327 -0.894 0.413
C 0.002 -1.078 -1.099
C 1.488 -0.890 -1.196
N 1.779 -0.733 0.042
H -1.643 3.037 0.812
H -1.020 1.388 -0.436
H -0.056 0.272 2.255
H 0.206 -1.819 0.988
H -0.618 -0.310 -1.568
H -0.376 -2.067 -1.382
H 2.194 -0.875 -2.030
```

These are the Löwdin partial charges, in e, on atoms 1 to 8:
1. O 0.0065
2. C -0.1994
3. C -0.0532
4. C -0.3314
5. C -0.1089
6. C -0.1643
7. N 0.1000
8. H 0.0972

***

The following is a DFT calculation (wB97M-V/def2-TZVPD) of a structure of composition C5H7NO.

- E_tot (eV) = -8832.6417
- LUMO (eV) = 0.8
- orbital gap (eV) = 9.93

The geometry in XYZ format:
```
14
C5H7NO (wB97M-V/def2-TZVPD)
O 2.716 0.157 -0.336
C 1.642 0.544 -0.729
C 0.339 0.045 -0.198
C -0.943 -0.536 -0.825
N -1.335 -0.401 0.642
C -0.654 0.950 0.551
C 0.062 -0.956 0.923
H 1.555 1.384 -1.452
H -1.508 0.098 -1.518
H -0.935 -1.583 -1.137
H -1.227 1.666 -0.046
H -0.327 1.371 1.506
H 0.454 -0.716 1.913
H 0.162 -2.025 0.706
```

These are the Löwdin partial charges, in e, on atoms 1 to 8:
1. O 0.0673
2. C -0.1875
3. C -0.3421
4. C -0.1065
5. N -0.0237
6. C -0.1207
7. C -0.1039
8. H 0.1294

***

The following is a DFT calculation (wB97M-V/def2-TZVPD) of the molecule C5H7NO at a distorted geometry.

- E_tot (eV) = -8828.9215
- LUMO (alpha / beta) (eV) = 0.5 / 0.5
- orbital gap (alpha / beta) (eV) = 8.15 / 8.15

The geometry in XYZ format:
```
14
C5H7NO (wB97M-V/def2-TZVPD)
C -1.439 1.138 0.218
N 2.072 -1.114 -0.440
C -0.245 0.198 0.287
C 1.020 0.816 0.182
C -0.216 -1.360 -0.518
C -0.567 -1.203 0.709
O 2.111 0.252 -0.242
H 2.839 -1.228 -1.112
H 1.117 1.893 0.220
H -0.316 -1.904 -1.437
H -1.103 -1.621 1.543
H -1.927 1.058 -0.754
H -2.188 0.892 0.974
H -1.161 2.182 0.371
```

These are the Löwdin partial charges, in e, on atoms 1 to 8:
1. C -0.0475
2. N 0.0034
3. C -0.3293
4. C -0.0992
5. C 0.0590
6. C -0.0710
7. O -0.1124
8. H 0.0366